Density functional theory data (ωB97M-V/def2-TZVPD) for an isolated molecule of C4H5N in a non-equilibrium geometry.

XYZ file:
```
10
Properties=species:S:1:pos:R:3:forces:R:3:nbo_charge:R:1
C 2.253 -0.294 0.148 0.6 0.1 -0.7 -0.19
C 1.089 -0.159 -0.083 0.9 -0.5 1.0 -0.06
C -0.275 -0.314 0.216 -0.5 -0.2 0.6 -0.17
C -1.203 0.718 -0.234 -0.5 0.4 -0.2 -0.24
N -1.186 -0.606 -0.866 -0.7 0.0 -0.4 -0.56
H 3.282 -0.476 0.165 0.8 0.0 0.1 0.23
H -0.445 -0.817 1.176 -0.1 0.1 -0.5 0.22
H -0.792 1.579 -0.753 -0.1 -0.2 0.0 0.20
H -2.050 0.921 0.407 -0.2 0.0 -0.2 0.20
H -0.686 -0.587 -1.755 -0.1 0.1 0.3 0.36
```
Forces are in eV/Å.

Output
* structure (SMILES): C#C[C@H]1CN1
* HOMO level: -0.34438 hartree
* LUMO energy: 1.0041 eV
* energy relative to the best compared isomer or geometry (same formula, charge and spin): 73.0 kcal/mol
* total charge: 0
* E_tot: -5715.6816 eV


Density functional theory data (ωB97M-V/def2-TZVPD) for an isolated molecule of C4H10O.

XYZ file:
```
15
Properties=species:S:1:pos:R:3:forces:R:3:nbo_charge:R:1
C 1.994 0.099 -0.020 0.0 0.0 0.0 -0.60
C 0.658 -0.575 -0.323 0.0 -0.1 0.0 -0.41
C -0.545 0.357 -0.152 0.0 -0.2 -0.2 0.10
C -1.840 -0.422 0.045 -0.1 0.0 0.0 -0.63
O -0.295 1.183 0.978 -0.2 0.2 0.1 -0.73
H 2.026 0.409 1.027 0.1 0.0 -0.2 0.22
H 2.142 0.996 -0.633 0.0 -0.1 0.1 0.20
H 2.827 -0.586 -0.209 -0.1 0.1 0.0 0.20
H 0.645 -0.960 -1.352 0.0 0.0 0.2 0.20
H 0.535 -1.446 0.333 0.0 0.1 0.0 0.20
H -0.628 0.987 -1.055 0.0 -0.1 0.2 0.15
H -2.013 -1.139 -0.764 0.1 0.1 0.1 0.21
H -1.781 -0.970 0.992 0.0 0.0 -0.1 0.21
H -2.707 0.250 0.092 0.1 -0.1 0.0 0.20
H -1.018 1.817 1.041 0.1 -0.1 0.1 0.47
```
Forces are in eV/Å.

Output
* structure (SMILES): CC[C@@H](C)O
* HOMO level: -0.37629 hartree
* LUMO energy: 0.9845 eV
* energy relative to the best compared isomer or geometry (same formula, charge and spin): 4.4 kcal/mol
* total charge: 0
* E_tot: -6357.6118 eV


Density functional theory data (ωB97M-V/def2-TZVPD) for a cluster of 3 separate species, C41H52F5IN2O9S2 in total in a non-equilibrium geometry.

XYZ file:
```
112
Properties=species:S:1:pos:R:3:forces:R:3:mulliken_charge:R:1
C -1.267 -0.469 -4.376 -0.3 1.3 0.4 -0.85
C -1.562 -0.298 -2.749 0.4 0.4 -0.3 -0.40
C -1.444 -1.740 -1.930 0.0 1.2 -0.4 -0.12
C 0.026 -1.732 -1.202 0.0 -0.1 0.3 -0.29
C 0.157 -2.767 0.079 -0.1 0.9 0.4 -0.56
C 0.886 -1.904 1.308 1.4 1.5 2.5 0.67
C 2.452 -1.340 1.157 -1.0 1.2 3.2 0.46
C 3.391 -1.564 -0.176 -0.2 -0.4 0.4 -1.04
C 3.165 -0.438 -1.359 0.5 -0.7 -1.2 -0.15
C 4.355 0.686 -1.463 -0.8 1.0 -0.2 -0.59
C 3.811 2.068 -0.743 0.2 0.2 0.7 -0.38
O 3.805 3.216 -1.709 -1.0 -0.2 2.6 -0.43
C 3.151 -0.451 2.389 -3.2 -0.5 0.8 0.34
C 4.698 0.143 2.312 -1.1 -0.7 0.1 -0.33
C 5.693 -1.077 2.787 0.0 0.5 -0.2 -0.65
C 6.320 -0.771 4.288 -0.4 -0.6 -0.2 -0.55
C 5.709 -1.824 5.429 0.0 1.6 -0.9 -0.38
O 6.845 -2.690 5.813 -2.6 -2.5 1.6 -0.30
C 6.291 -3.765 6.652 -1.6 3.1 6.4 0.21
O 5.925 -3.465 7.926 2.4 -2.3 -8.6 -0.48
C 2.340 -0.132 3.805 -2.6 -2.6 -3.5 -0.80
C 0.776 -0.709 3.941 3.0 -0.1 -2.8 0.12
C 0.073 -1.573 2.693 3.3 1.9 0.6 -0.40
S -1.738 -2.083 3.029 1.0 2.2 0.5 -0.25
C -2.424 -0.541 3.916 -0.2 3.0 1.8 0.00
C -1.348 0.166 4.984 -3.7 1.8 -0.5 0.35
C -1.895 1.531 5.726 -1.8 -1.8 -2.3 -0.56
C -3.415 2.163 5.446 1.4 -3.3 -1.6 -0.79
I -3.836 4.049 6.542 0.4 -1.9 -1.2 0.09
C -4.512 1.445 4.409 5.2 -2.0 1.8 0.46
S -6.194 2.211 4.130 -0.6 2.8 -8.3 1.36
O -5.937 3.566 3.362 -0.3 -4.6 4.0 -0.57
O -7.161 1.399 3.239 3.2 1.4 4.2 -0.58
C -7.134 2.666 5.690 -1.5 1.4 3.0 0.44
F -7.192 4.174 5.760 0.4 -5.2 0.2 -0.21
F -6.616 2.043 6.932 -1.5 2.2 -3.9 -0.23
C -8.736 2.199 5.588 -2.4 0.7 0.7 0.57
F -9.368 2.761 6.841 2.0 -2.2 -4.2 -0.25
F -8.918 0.729 5.576 0.5 5.6 -0.1 -0.19
F -9.447 2.903 4.461 2.6 -3.0 4.0 -0.21
C -3.945 0.064 3.662 1.4 0.4 0.8 0.17
C -4.880 -0.764 2.583 -2.2 -1.5 -2.8 -0.06
C -4.855 -0.420 0.994 -0.9 -1.4 0.0 0.05
C -5.737 -1.181 -0.190 -0.6 -1.7 6.1 -0.34
C -6.727 -2.356 0.473 3.0 3.1 1.8 -0.35
C -6.635 -2.515 2.091 0.7 0.9 -1.5 -0.13
N -5.788 -1.824 3.105 0.3 1.4 -5.4 -0.45
N 0.060 -0.400 5.242 -2.5 1.6 -2.9 -0.27
H -2.295 -0.578 -4.935 2.2 -0.1 0.9 0.19
H -0.494 -1.313 -4.627 -1.7 1.4 0.6 0.22
H -0.786 0.553 -4.733 -1.0 -2.1 0.5 0.33
H -2.612 0.235 -2.559 2.2 -1.3 -0.6 0.24
H -0.754 0.494 -2.369 -1.7 -1.9 -0.5 0.20
H -2.317 -1.763 -1.118 2.0 -0.2 -1.7 0.28
H -1.586 -2.586 -2.742 0.3 1.5 2.0 0.07
H 0.170 -0.642 -0.746 -0.2 -2.4 -1.1 0.19
H 0.905 -1.982 -1.961 -2.0 0.8 1.5 0.05
H 0.770 -3.741 -0.171 -1.1 2.1 0.6 0.27
H -0.946 -3.092 0.353 2.4 0.7 -0.1 0.42
H 3.192 -2.674 -0.560 0.2 2.5 0.6 0.38
H 4.558 -1.539 0.071 -2.7 -0.1 -0.1 0.34
H 2.135 0.117 -1.310 2.0 -1.2 0.1 -0.03
H 3.176 -1.034 -2.392 -0.1 1.2 2.2 0.27
H 4.530 0.961 -2.609 -0.3 -0.6 2.5 0.33
H 5.386 0.340 -0.994 -2.2 0.6 -1.0 0.32
H 4.480 2.344 0.199 -1.2 -0.5 -2.0 0.25
H 2.706 1.998 -0.343 2.2 -0.4 -0.8 0.28
H 3.271 3.919 -1.203 1.3 -1.5 -1.3 0.29
H 4.730 1.084 3.031 0.1 -2.1 -1.5 0.53
H 5.017 0.492 1.241 -1.0 -0.7 2.0 -0.45
H 5.054 -2.071 2.750 1.5 2.0 0.3 0.30
H 6.533 -1.182 1.965 -1.5 0.2 1.8 0.37
H 6.055 0.326 4.636 0.5 -2.3 -0.8 0.28
H 7.487 -0.855 4.222 -2.3 0.0 0.4 0.30
H 4.855 -2.512 4.985 1.6 1.6 0.9 0.34
H 5.315 -1.144 6.321 0.9 -1.9 -1.6 0.20
H 6.117 -4.845 6.216 0.7 2.3 0.6 0.34
H 2.787 0.480 4.702 -0.8 -1.3 -2.1 0.05
H -1.160 2.070 6.480 -1.9 -1.1 -1.7 0.09
H -4.109 0.436 0.641 -1.8 -2.0 0.9 0.34
H -5.687 -0.934 -1.332 0.0 -0.4 2.6 0.33
H -7.468 -2.998 -0.206 1.8 1.5 1.9 0.27
H -7.381 -3.333 2.542 2.0 2.1 -0.9 0.29
H 0.558 0.333 5.805 -0.4 -1.1 -0.9 0.38
C -3.703 -3.431 -8.055 -0.2 0.1 0.1 -0.95
C -2.552 -4.257 -7.515 -0.2 0.1 -0.1 -0.39
O -2.339 -3.988 -6.117 0.5 -0.1 0.4 -0.38
C -3.002 -4.594 -5.109 0.2 0.3 1.5 0.81
C -4.234 -5.393 -5.428 0.0 -0.7 0.0 -1.06
O -2.649 -4.433 -3.944 -0.3 0.0 -2.2 -0.59
H -4.645 -3.680 -7.558 0.1 -0.1 -0.1 0.27
H -3.825 -3.596 -9.129 0.0 0.0 0.1 0.36
H -3.524 -2.365 -7.879 0.1 -0.2 -0.1 0.27
H -2.679 -5.328 -7.695 -0.1 0.1 0.1 0.36
H -1.630 -3.965 -8.030 -0.1 0.0 0.4 0.32
H -5.114 -4.754 -5.319 0.1 -0.1 0.0 0.25
H -4.300 -6.225 -4.720 -0.1 0.4 0.0 0.31
H -4.224 -5.839 -6.421 -0.1 0.2 -0.1 0.35
C 3.610 6.170 -3.224 -0.1 0.2 -0.1 -0.98
C 4.534 5.180 -3.906 -0.1 -0.1 0.1 -0.07
O 4.314 5.167 -5.328 0.1 -0.2 -0.5 -0.34
C 4.888 6.022 -6.201 -0.3 -0.1 -1.6 0.70
C 5.583 7.244 -5.670 0.7 0.1 0.1 -0.86
O 4.780 5.843 -7.411 0.0 0.0 2.2 -0.59
H 3.796 7.193 -3.562 0.0 -0.1 0.1 0.33
H 3.741 6.135 -2.139 0.0 0.0 -0.1 0.28
H 2.565 5.943 -3.461 0.2 -0.1 0.1 0.30
H 5.588 5.356 -3.672 -0.1 0.1 -0.1 0.29
H 4.303 4.171 -3.548 0.1 0.3 -0.4 0.09
H 4.880 8.082 -5.665 0.1 -0.1 0.0 0.24
H 6.422 7.480 -6.331 -0.4 0.0 0.0 0.30
H 6.006 7.113 -4.677 -0.2 0.1 0.1 0.31
```
Forces are in eV/Å.

Output
* structure (SMILES): CCCCCc1c(CCCCO)c(CCCCOC=O)cc2c1Sc1c(cc(I)c(S(=O)(=O)C(F)(F)C(F)(F)F)c1-c1ccccn1)N2.CCOC(C)=O.CCOC(C)=O
* HOMO level: -0.29706 hartree
* LUMO energy: -1.4028 eV
* total charge: 0
* E_tot: -108090.2875 eV


Density functional theory data (ωB97M-V/def2-TZVPD) for a structure of composition C30H89AsCl2F6O36P7 in a non-equilibrium geometry.

XYZ file:
```
171
Properties=species:S:1:pos:R:3:forces:R:3:mulliken_charge:R:1
As 0.205 -0.777 0.121 -0.8 0.3 -0.1 2.26
F 0.582 -1.821 -1.226 -0.1 0.3 0.6 -0.46
F -1.428 -1.407 0.200 0.5 0.1 0.0 -0.43
F -0.103 0.207 1.547 0.1 0.0 -0.6 -0.59
F 1.798 -0.082 -0.020 0.0 -0.4 0.4 -0.25
F -0.363 0.477 -0.952 0.1 -0.2 0.3 -0.69
F 0.704 -2.019 1.283 0.4 0.2 -1.0 -0.43
C -3.571 -7.211 -3.012 -0.3 -0.1 0.2 -0.78
O -3.155 -6.166 -2.135 0.2 -0.2 -0.1 -0.19
P -3.487 -4.642 -2.338 0.4 1.1 0.8 0.71
O -3.992 -4.235 -3.659 0.1 -0.3 0.3 -0.77
O -4.439 -4.358 -1.089 0.4 -0.5 -0.5 -0.42
C -4.710 -3.017 -0.709 -0.6 1.0 -0.6 0.07
O -2.148 -3.901 -1.854 -0.7 -0.4 0.2 0.19
C -0.990 -3.903 -2.669 0.2 0.7 -1.8 -0.58
H -2.748 -7.910 -3.149 0.2 0.2 -0.1 0.22
H -3.913 -6.800 -3.960 0.0 -0.1 0.0 0.35
H -4.361 -7.773 -2.512 -0.2 0.1 -0.1 0.29
H -5.741 -2.945 -0.360 0.2 -0.4 0.5 0.36
H -4.733 -2.347 -1.576 0.4 -0.1 0.0 -0.30
H -3.979 -2.651 0.009 -0.1 -0.1 0.1 0.10
H -1.112 -4.547 -3.547 0.2 -0.6 0.4 0.46
H -0.066 -4.051 -2.124 -0.3 -0.5 0.4 -0.03
H -0.847 -2.949 -3.190 -0.3 0.3 0.5 0.24
C 1.622 3.219 -1.546 -0.6 -2.0 -0.4 0.13
O 2.052 4.485 -1.091 -0.2 0.8 0.3 0.76
P 1.830 5.797 -1.977 0.4 -0.5 -1.2 0.20
O 1.214 5.600 -3.297 0.7 0.6 1.2 -0.63
O 1.108 6.826 -0.984 -0.3 -0.6 0.0 -0.12
C 1.131 8.204 -1.341 1.3 0.7 0.2 -0.99
O 3.321 6.383 -2.076 -0.3 -0.1 -0.6 -0.35
C 4.309 6.235 -1.082 0.1 0.1 1.2 -0.59
H 2.084 2.389 -1.003 0.4 0.6 0.5 -0.22
H 1.875 2.982 -2.579 -0.1 0.7 -0.1 0.13
H 0.558 3.025 -1.399 -0.1 0.6 -0.1 -0.11
H 1.707 8.716 -0.564 -0.3 0.0 0.1 0.31
H 0.162 8.687 -1.430 -0.3 -0.6 0.0 0.29
H 1.717 8.381 -2.245 -0.3 -0.2 -0.2 0.38
H 5.050 5.465 -1.306 -0.2 0.0 -0.4 0.24
H 3.864 5.973 -0.116 0.0 0.0 -0.1 0.22
H 4.824 7.186 -0.931 0.0 0.0 -0.3 0.33
C -2.832 -0.511 -2.736 0.4 -0.9 0.5 0.55
O -3.614 0.213 -3.675 -0.3 0.9 0.0 -0.35
P -5.051 0.807 -3.358 0.2 0.5 -0.7 0.43
O -5.552 1.688 -4.421 0.1 -0.6 0.3 -0.78
O -5.988 -0.469 -3.061 0.3 0.8 0.6 -0.33
C -6.314 -1.390 -4.087 0.1 -0.8 -0.9 -0.65
O -4.877 1.528 -1.942 -0.2 -0.6 -0.5 0.48
C -6.018 1.765 -1.113 0.1 -0.7 0.6 -0.71
H -1.828 -0.129 -2.563 -0.2 0.7 -0.5 -0.43
H -2.692 -1.513 -3.145 -0.3 -0.1 0.2 0.14
H -3.282 -0.533 -1.742 -0.2 -0.2 -0.1 -0.04
H -5.931 -2.374 -3.814 0.0 0.0 0.1 0.14
H -5.890 -1.158 -5.066 0.3 0.4 0.2 0.33
H -7.386 -1.465 -4.268 -0.1 0.3 0.5 0.30
H -5.865 1.119 -0.244 -0.3 0.1 0.1 0.30
H -6.955 1.477 -1.590 0.1 0.1 -0.1 0.49
H -6.056 2.794 -0.765 0.2 0.1 -0.3 -0.01
C 1.138 -6.697 -3.859 -0.6 -1.0 0.0 -0.68
O 1.731 -5.738 -2.992 0.0 0.3 -0.4 -0.34
P 2.498 -4.508 -3.668 0.1 0.1 0.3 0.68
O 1.934 -4.004 -4.923 0.1 -0.1 0.2 -0.82
O 2.515 -3.442 -2.500 -0.1 -1.4 -0.4 0.90
C 2.950 -3.792 -1.184 1.0 1.2 1.2 -0.77
O 4.006 -5.034 -3.770 -0.3 0.5 0.1 -0.32
C 4.458 -5.679 -4.967 -0.2 0.4 -0.2 -0.68
H 1.516 -7.696 -3.630 0.3 0.2 0.1 0.31
H 1.289 -6.520 -4.923 0.1 0.4 0.1 0.41
H 0.064 -6.747 -3.676 0.0 0.3 0.0 0.02
H 2.168 -3.823 -0.427 -0.6 -0.2 -0.6 0.04
H 3.563 -2.938 -0.892 0.0 0.0 0.1 0.34
H 3.613 -4.648 -1.066 -0.3 -0.3 -0.7 0.40
H 3.817 -6.532 -5.191 0.4 -0.3 0.1 0.27
H 5.501 -5.915 -4.779 -0.1 -0.4 -0.1 0.26
H 4.400 -5.028 -5.841 0.0 0.3 0.2 0.29
C 2.971 -1.678 2.946 -0.3 -0.2 0.0 -0.34
O 4.183 -1.098 3.430 1.0 -0.5 0.4 -0.13
P 4.699 -1.164 4.926 -1.6 0.4 0.1 0.87
O 3.666 -0.747 5.893 0.7 0.0 -0.1 -0.70
O 5.216 -2.639 5.142 0.3 0.2 -0.4 -0.31
C 5.800 -3.073 6.358 -0.1 -1.2 0.5 -0.79
O 6.035 -0.323 4.872 0.1 -0.1 0.3 -0.36
C 5.978 1.067 4.558 -0.3 0.8 -0.1 -0.52
H 2.386 -0.848 2.564 -0.2 -0.2 -0.1 -0.25
H 2.400 -2.256 3.674 0.1 0.4 0.4 0.51
H 3.193 -2.403 2.163 0.3 0.3 -0.2 0.25
H 5.279 -3.984 6.662 -0.2 0.1 0.0 0.28
H 5.732 -2.392 7.204 0.0 0.4 -0.3 0.33
H 6.827 -3.396 6.191 0.1 0.4 -0.1 0.28
H 6.393 1.188 3.560 -0.1 0.2 0.0 0.26
H 6.517 1.690 5.274 0.5 -0.6 0.1 0.33
H 4.965 1.470 4.624 -0.1 -0.4 -0.4 0.12
C -2.520 -2.091 4.641 0.4 -0.3 0.0 -0.52
O -3.703 -1.308 4.836 -0.2 0.8 0.4 -0.29
P -3.754 -0.187 5.995 -0.9 -0.3 -0.5 0.94
O -3.901 -0.699 7.364 0.4 0.2 -0.4 -0.77
O -2.507 0.745 5.743 0.0 -0.3 0.5 -0.38
C -2.086 1.167 4.450 -0.5 0.0 -1.0 -0.31
O -4.992 0.734 5.536 0.8 -0.8 -0.1 -0.26
C -6.343 0.254 5.723 0.4 1.5 -0.2 -0.73
H -2.774 -3.149 4.609 -0.2 0.1 0.1 0.33
H -1.797 -1.948 5.446 0.0 0.1 0.0 0.41
H -2.049 -1.840 3.693 -0.1 0.1 0.0 0.02
H -1.516 0.423 3.888 0.4 -0.2 0.6 0.06
H -1.519 2.084 4.570 0.0 0.0 0.0 0.25
H -2.947 1.323 3.792 -0.1 0.4 0.3 0.44
H -6.853 1.139 6.107 -0.2 -0.3 0.4 0.25
H -6.372 -0.569 6.429 -0.2 -0.2 -0.2 0.35
H -6.773 0.100 4.735 0.0 -0.7 0.1 0.23
C -5.338 5.328 0.977 -0.6 -0.8 0.2 -0.75
O -4.388 5.129 -0.073 0.7 -0.4 0.4 -0.44
P -3.099 4.216 0.163 0.4 -0.1 0.2 0.76
O -2.328 3.992 -1.074 -0.5 0.1 0.9 -0.53
O -2.292 4.955 1.346 -0.4 -0.7 -0.2 -0.48
C -1.014 5.523 1.074 0.8 0.0 -0.9 -0.34
O -3.659 2.907 0.917 -0.1 1.1 -0.7 -0.17
C -2.961 1.667 0.731 0.4 -0.3 -0.1 -0.18
H -5.250 4.589 1.777 0.3 0.0 -0.1 0.24
H -6.308 5.139 0.516 -0.1 0.4 0.1 0.28
H -5.295 6.307 1.449 0.2 0.2 -0.4 0.32
H -0.337 5.493 1.926 -0.6 0.2 0.5 0.36
H -1.164 6.527 0.680 0.2 0.1 0.2 0.33
H -0.475 4.951 0.314 -0.3 0.0 -0.2 -0.16
H -2.275 1.727 -0.112 -0.1 0.0 0.0 0.21
H -3.682 0.875 0.537 -0.1 0.1 0.1 0.12
H -2.392 1.435 1.630 0.0 0.0 0.0 -0.07
C -0.958 2.634 -4.044 0.0 -0.4 0.3 1.15
C 0.021 2.545 -5.214 -0.8 0.2 0.8 -0.84
O -0.400 3.479 -6.214 0.6 -0.5 -0.2 -0.53
O -0.935 3.951 -3.559 0.0 0.1 -0.1 -0.40
H -0.653 1.915 -3.268 0.2 0.0 0.0 -0.65
H -1.960 2.322 -4.350 -0.1 0.1 -0.2 0.18
H 0.057 1.527 -5.611 -0.1 0.0 0.0 0.41
H 1.012 2.767 -4.810 0.0 0.4 -0.4 0.12
H -0.782 2.930 -6.905 -0.1 0.3 -0.1 0.33
H -1.431 4.048 -2.732 -0.1 -0.3 -0.2 0.55
C -0.436 -4.783 2.501 -0.9 -0.2 -0.3 -0.10
C 0.825 -5.576 2.372 1.5 0.0 -0.2 0.05
O 0.713 -6.802 1.660 -0.7 0.0 0.2 -0.57
O -0.123 -3.589 3.187 -0.1 0.3 -0.2 -0.50
H -1.204 -5.326 3.063 0.2 0.0 0.2 0.39
H -0.914 -4.607 1.529 0.3 0.2 -0.1 -0.05
H 1.240 -5.715 3.378 -0.1 -0.2 0.0 0.24
H 1.572 -4.958 1.853 -0.2 0.2 0.0 -0.05
H 1.584 -7.068 1.363 0.1 0.0 0.0 0.33
H 0.169 -2.935 2.518 -0.3 -0.5 0.6 0.31
C 0.855 2.586 3.180 -0.2 0.7 -1.5 -0.10
C 2.015 2.894 2.214 0.3 -0.1 1.6 0.33
O 3.266 2.833 2.949 -0.1 -0.3 -0.3 -0.20
O 0.475 3.715 3.973 0.5 -0.2 0.2 -0.58
H 1.061 1.728 3.818 0.1 -0.2 -0.2 0.58
H 0.019 2.388 2.506 -0.2 -0.2 0.4 -0.31
H 1.947 3.897 1.787 -0.4 -0.1 -0.2 0.03
H 2.063 2.143 1.428 0.0 -0.1 0.0 -0.37
H 3.198 3.427 3.702 0.1 0.1 -0.1 0.24
H 1.017 3.678 4.769 -0.2 0.2 0.1 0.39
C 4.819 2.320 -0.213 0.4 0.1 1.0 1.32
C 6.016 1.857 -1.023 -0.1 0.2 0.0 -0.33
O 6.908 2.960 -1.204 -0.3 -0.1 0.0 -0.61
O 5.284 2.841 1.049 0.2 -0.3 0.0 -0.68
H 4.145 1.488 0.008 -0.2 0.0 -0.5 -0.49
H 4.337 3.183 -0.679 -0.3 -0.5 -0.6 -0.23
H 5.667 1.470 -1.981 0.1 0.4 -0.2 0.09
H 6.558 1.022 -0.567 -0.2 0.1 0.4 0.29
H 6.810 3.460 -0.381 0.3 0.0 -0.1 0.38
H 4.579 2.722 1.712 0.3 0.2 -0.1 0.23
C 3.286 -0.797 -3.265 -0.1 0.1 -0.2 0.69
Cl 3.524 0.824 -3.919 -0.2 0.4 0.0 -0.14
Cl 4.830 -1.391 -2.623 0.0 -0.1 0.0 -0.18
H 2.541 -0.779 -2.478 0.1 0.1 0.1 -0.84
H 2.946 -1.409 -4.093 0.2 -0.2 0.1 0.34
```
Forces are in eV/Å.

Output
* HOMO level: -0.24975 hartree
* LUMO energy: 1.8256 eV
* total charge: -1
* E_tot: -273494.9263 eV


> HOMO level of number 3 (C41H52F5IN2O9S2)?

-0.29706 hartree


> Which of these has the lowest E_tot?

C30H89AsCl2F6O36P7